[1]
Density functional theory data (wB97M-V/def2-TZVPD) for the molecule C27H32O14.

Structure (XYZ):
```
73
Properties=species:S:1:pos:R:3:nbo_charge:R:1
C -0.70539 -2.00032 -1.59204 -0.614
C 0.51517 -2.16212 -0.70021 0.081
C 0.70425 -3.60072 -0.19753 0.064
O -0.34006 -3.96347 0.67778 -0.749
H -0.00037 -4.69427 1.21650 0.499
C 2.04608 -3.71211 0.54969 0.041
O 2.24615 -5.03543 0.97922 -0.723
H 2.67005 -5.51673 0.25410 0.487
H 2.00478 -3.08475 1.44693 0.197
C 3.19276 -3.23601 -0.35217 0.046
O 3.36526 -4.11746 -1.43412 -0.718
H 2.73146 -3.88207 -2.12505 0.480
H 4.13058 -3.24237 0.21115 0.198
C 2.88762 -1.81801 -0.85923 0.358
O 1.64231 -1.77307 -1.48645 -0.544
O 3.02767 -0.92660 0.21313 -0.549
C 2.99846 0.45130 -0.13986 0.040
C 4.21678 1.16426 0.45610 0.068
O 5.41891 0.75908 -0.15199 -0.726
H 5.52874 -0.18642 -0.00417 0.484
C 4.02643 2.66141 0.18760 0.047
O 5.16088 3.41324 0.52692 -0.722
H 5.93456 2.91675 0.22824 0.495
C 2.83470 3.15724 1.02175 0.053
C 2.14363 4.34955 0.34225 -0.078
O 2.95282 5.49255 0.38871 -0.714
H 3.86752 5.23078 0.21869 0.479
H 1.22089 4.58959 0.87697 0.188
H 1.88845 4.08825 -0.69605 0.163
O 1.93621 2.10331 1.34023 -0.520
C 1.70632 1.14327 0.35940 0.353
O 1.05081 1.64074 -0.77883 -0.516
C -0.30499 1.81744 -0.71390 0.378
C -0.98239 1.80016 -1.92572 -0.369
C -2.36812 1.89869 -1.95422 0.417
C -3.08934 1.99728 -0.73966 -0.328
C -2.37541 2.03287 0.47427 0.402
C -0.99268 1.96247 0.48586 -0.403
H -0.47544 2.01238 1.42900 0.248
O -3.01168 2.10879 1.66582 -0.489
C -4.30829 1.50145 1.64498 0.075
C -4.13010 0.02115 1.34956 -0.032
C -3.00854 -0.60911 1.87934 -0.196
C -2.69514 -1.90838 1.54324 -0.301
C -3.51489 -2.62025 0.67222 0.316
C -4.67376 -2.01834 0.19131 -0.271
C -4.97031 -0.70893 0.51982 -0.207
H -5.86151 -0.26597 0.10511 0.215
H -5.31857 -2.58153 -0.46408 0.226
O -3.20928 -3.87710 0.27037 -0.683
H -2.29313 -4.07962 0.52483 0.506
H -1.80285 -2.37576 1.93329 0.226
H -2.36161 -0.06018 2.54719 0.221
C -5.16840 2.23218 0.62026 -0.530
C -4.53614 2.09774 -0.74833 0.586
O -5.20706 2.10791 -1.77422 -0.599
H -5.18846 3.29847 0.86903 0.250
H -6.19632 1.87361 0.60610 0.242
H -4.69945 1.65054 2.65854 0.213
O -2.99001 1.87299 -3.13121 -0.657
H -3.96310 1.94967 -2.96738 0.515
H -0.43769 1.69619 -2.84874 0.239
H 1.07872 0.39570 0.86628 0.191
H 3.21912 3.49518 1.99211 0.213
H 3.81327 2.77821 -0.88924 0.167
H 4.24973 0.97798 1.53904 0.182
H 3.02853 0.54950 -1.23187 0.209
H 3.59764 -1.56210 -1.66513 0.174
H 0.70799 -4.29062 -1.05882 0.162
H 0.42901 -1.50855 0.17843 0.176
H -1.60153 -2.27993 -1.05129 0.228
H -0.78830 -0.96385 -1.90651 0.230
H -0.60399 -2.62773 -2.47338 0.208
```

As for the structure (SMILES): C[C@@H]1O[C@@H](O[C@H]2[C@H](Oc3cc(O)c4c(c3)O[C@H](c3ccc(O)cc3)CC4=O)O[C@H](CO)[C@@H](O)[C@@H]2O)[C@H](O)[C@H](O)[C@H]1O. The calculation puts the HOMO-LUMO gap at 8.74 eV. As for the electronic energy: -57183.4360 eV. As for the spin multiplicity: 1. The molecular weight comes out at 580.54 g mol⁻¹. As for the LUMO energy: 0.196 eV.



[2]
Density functional theory data (wB97M-V/def2-TZVPD) for the molecule C25H29N3O2.

Structure (XYZ):
```
59
Properties=species:S:1:pos:R:3:nbo_charge:R:1
C -3.04434 1.62914 -3.52042 -0.622
C -1.94224 2.46361 -2.89491 -0.073
H -2.34272 3.18913 -2.17776 0.197
H -1.38318 3.01967 -3.65712 0.183
O -1.04596 1.58505 -2.21569 -0.528
C -0.14433 2.14694 -1.41098 0.829
O -0.06587 3.33868 -1.24407 -0.615
C 0.79262 1.13583 -0.76207 -0.172
C 0.98193 1.53695 0.70959 -0.383
C -0.29117 1.30558 1.51478 -0.229
N -0.67252 -0.08945 1.45263 -0.439
C -0.97941 -0.46306 0.08786 -0.206
C 0.25139 -0.29501 -0.79902 -0.404
H -0.00198 -0.58634 -1.81651 0.238
H 1.03121 -0.96301 -0.42957 0.214
H -1.27845 -1.51401 0.07902 0.205
H -1.81553 0.13529 -0.31785 0.161
C -1.75189 -0.41065 2.37225 -0.243
C -1.25254 -0.37472 3.78734 -0.017
C -1.57249 0.63359 4.65961 -0.199
C -1.05399 0.67302 5.96486 -0.199
C -0.19692 -0.29451 6.40699 -0.197
C 0.15606 -1.35309 5.54666 0.100
N 1.00379 -2.31076 5.98048 -0.365
C 1.29388 -3.27498 5.15048 0.005
C 0.72968 -3.34454 3.86001 0.007
N -0.09098 -2.43531 3.41169 -0.380
C -0.38444 -1.40421 4.23033 0.177
H 0.95231 -4.16892 3.19489 0.195
H 1.98100 -4.03198 5.50571 0.196
H 0.22588 -0.27841 7.39918 0.227
H -1.33576 1.48790 6.61548 0.217
H -2.23942 1.42188 4.33914 0.214
H -2.61127 0.27558 2.25754 0.170
H -2.07870 -1.42839 2.14781 0.226
H -0.10959 1.57133 2.55929 0.212
H -1.09540 1.96293 1.12947 0.159
H 1.25789 2.59089 0.76751 0.228
H 1.78320 0.93492 1.13984 0.212
C 2.15605 1.26531 -1.47645 -0.355
H 2.58490 2.22897 -1.19062 0.220
H 2.81276 0.48013 -1.09803 0.207
C 2.12382 1.21505 -3.01018 -0.428
C 1.70896 -0.10828 -3.58891 -0.033
C 2.44960 -1.25642 -3.33110 -0.213
C 2.07197 -2.47569 -3.86243 -0.203
C 0.95051 -2.56570 -4.66968 -0.223
C 0.21631 -1.42644 -4.94863 -0.225
C 0.59619 -0.20783 -4.41405 -0.158
H 0.02031 0.67831 -4.63758 0.197
H -0.65387 -1.48704 -5.58654 0.210
H 0.65462 -3.51793 -5.08452 0.213
H 2.65630 -3.35915 -3.64979 0.212
H 3.33211 -1.19424 -2.71073 0.207
H 3.13536 1.44281 -3.36207 0.223
H 1.46619 2.00199 -3.38410 0.208
H -3.59666 1.09830 -2.74958 0.214
H -2.61840 0.89792 -4.20225 0.211
H -3.72681 2.27336 -4.06724 0.217
```

As for the structure (SMILES): CCOC(=O)C1(CCc2ccccc2)CCN(Cc2cccc3nccnc23)CC1. The calculation puts the HOMO-LUMO gap at 8.34 eV. As for the electronic energy: -34961.9793 eV. As for the spin multiplicity: 1. The molecular weight comes out at 403.53 g mol⁻¹. As for the LUMO energy: -0.102 eV.



Ordered HOMO energy results: -8.546; -8.441; unit eV.